15
Properties=species:S:1:pos:R:3:forces:R:3 method="wB97M-V/def2-TZVPD" molar_mass_g_mol=188.02 total_energy_ev=-79896.60254 smiles="O=C[C@]1(Br)C=CCC=N1" gap_ev=10.05 total_charge=0 largest_force_ev_per_a=5.40 homo_ev=-9.71
H -0.7882 -0.7718 1.9709 -0.3531 -0.1444 1.9073
H 1.7550 -1.2213 1.5860 -1.9203 0.5324 -1.1842
C -1.2171 0.2032 0.1401 1.9011 -1.2099 -2.2475
N -0.7479 0.0588 -1.4421 0.7473 -0.4146 3.8064
O -0.5424 2.2768 1.2058 2.3765 0.3148 2.1794
H 0.6290 -0.4314 -2.5739 1.2845 -0.5373 -1.4623
C -1.2065 1.6531 0.4740 -3.8875 2.0829 -3.1246
C 0.9710 -0.8268 0.8258 0.4187 -0.5454 1.1916
C 1.4887 -0.6350 -0.5441 2.6633 -0.4605 0.8865
C 0.4772 -0.3726 -1.5391 -3.2416 1.9354 -0.4727
H 2.2238 -1.4061 -0.8739 -1.1135 -0.4827 0.1569
H 2.3222 0.0829 -0.4386 -0.7483 0.9730 -0.5295
H -1.9965 2.2977 -0.0960 0.6650 -1.3380 0.2454
C -0.2918 -0.4872 1.1040 0.5325 -0.8648 -1.4385
Br -3.0766 -0.4204 0.2010 0.6753 0.1592 0.0858



14
Properties=species:S:1:pos:R:3:forces:R:3 method="wB97M-V/def2-TZVPD" molar_mass_g_mol=149.02 total_energy_ev=-31362.47679 gap_ev=10.53 total_charge=0 largest_force_ev_per_a=0.83 homo_ev=-9.62
C -0.4598 0.1921 -1.1261 -0.4973 -0.1521 -0.2551
C 0.5863 1.0184 0.8613 0.0724 -0.3838 -0.2276
Cl 0.0752 1.4902 -2.1987 0.0488 0.0781 -0.0053
C -0.7582 0.4912 0.3676 0.0446 -0.2787 -0.2623
Cl -2.2243 1.3245 0.8585 0.0735 -0.0120 0.0079
C 0.5720 -0.7779 -0.4937 -0.4063 0.3050 0.3705
H -1.3890 -1.6464 0.1932 0.0209 0.0839 -0.0758
H 2.5630 0.1556 0.3497 -0.8297 0.0828 0.0037
H 0.6879 1.8695 1.5015 0.1929 0.2206 0.1545
C 1.4622 0.1830 0.3008 0.4807 0.1313 0.0905
C -0.5585 -1.0415 0.5610 -0.1634 0.0805 -0.2789
H -1.2948 -0.3169 -1.6443 0.4615 0.2132 0.4100
H -0.2512 -1.3664 1.5403 0.1764 -0.0205 0.3272
H 0.9893 -1.5752 -1.0711 0.3250 -0.3483 -0.2593



16
Properties=species:S:1:pos:R:3:forces:R:3 method="wB97M-V/def2-TZVPD" molar_mass_g_mol=219.93 total_energy_ev=-56406.76563 smiles="C=C(Cl)/C(=C/C)C(Cl)(Cl)Cl" gap_ev=10.39 total_charge=0 largest_force_ev_per_a=4.46 homo_ev=-10.16
C 1.4158 -1.5012 -0.7733 3.9472 -0.3709 0.0618
H 2.1298 -1.9833 0.0739 -2.2041 1.1907 -1.4098
H 0.1439 3.1029 1.5944 0.0099 0.4483 -0.1876
C 0.1688 2.1004 1.2202 1.1263 0.1119 3.7403
C -1.4043 -0.7346 0.0684 -3.0277 -1.7947 0.4412
Cl -1.4520 2.5193 -0.9794 0.5992 -0.3119 1.0644
H 0.5427 -2.0472 -0.9923 -0.4496 -1.4909 -0.1929
C -0.4949 1.6066 0.2525 -1.6967 -0.9732 -4.0099
Cl -1.1117 -2.0846 1.2273 0.7063 0.1877 -0.3121
C -0.2811 0.1840 -0.1423 -0.6586 1.6614 0.7629
Cl -2.0428 -1.4941 -1.4686 0.6616 0.4010 0.3643
H 2.1875 -1.5571 -1.6346 -1.5938 0.2951 0.9370
C 0.9442 -0.1190 -0.5207 1.7258 0.0526 -0.1701
H 1.6467 0.7368 -0.6559 -0.5919 -0.8540 0.2530
H 0.5902 1.3130 1.8969 0.0382 1.0641 -0.6649
Cl -2.9828 -0.0418 0.8334 1.4080 0.3827 -0.6777



14
Properties=species:S:1:pos:R:3:forces:R:3 method="wB97M-V/def2-TZVPD" molar_mass_g_mol=132.56 total_energy_ev=-21556.03814 smiles="CC1=C[C@@](F)(Cl)C=C1" gap_ev=8.81 total_charge=0 largest_force_ev_per_a=5.06 homo_ev=-9.05
F -0.5039 1.7736 1.0426 0.6233 -1.9505 0.0925
C 2.4092 -1.6439 -0.8608 -0.8052 -2.4361 0.4774
C -0.4243 0.4745 0.2931 1.0097 4.9177 0.6715
H 0.4442 -2.5429 1.3734 0.2781 -0.8091 0.2699
C 0.3436 -1.5844 0.9410 -1.1350 2.0860 0.2123
H 3.2473 -2.2533 -0.1661 -2.3969 1.5175 -2.1894
H 1.7220 -2.3577 -1.5383 1.7412 0.6584 1.8057
C -0.6259 -0.6859 1.2310 -2.2145 -0.1224 0.0586
H 2.8773 -1.0910 -1.7325 -0.3155 0.1469 1.7641
H -1.6170 -0.6347 1.9017 2.7040 -0.6144 -1.5607
Cl -1.6092 0.9335 -0.9231 -0.7152 -1.1431 -0.5532
C 0.9503 0.3616 -0.3639 0.3534 -2.3495 1.4660
C 1.2783 -0.9284 -0.0038 2.7907 1.3619 -3.4560
H 1.6311 1.0868 -0.9485 -1.9181 -1.2632 0.9414



16
Properties=species:S:1:pos:R:3:forces:R:3 method="wB97M-V/def2-TZVPD" molar_mass_g_mol=268.49 total_energy_ev=-29918.63261 gap_ev=7.67 total_charge=0 largest_force_ev_per_a=6.61 homo_ev=-7.88
H -0.2600 2.9939 -1.7919 0.2864 -1.6011 0.8277
C 0.1132 -0.1324 -0.6958 1.1711 -1.0709 1.9141
N 0.7751 0.4990 0.3727 -3.0850 1.8528 -5.5505
C 0.6883 1.8901 0.0754 -1.4526 -0.4544 -2.6631
H 1.1995 -0.0067 1.2114 0.5541 0.5487 1.0427
I 1.4713 3.4298 1.3505 -0.6263 -1.2364 -1.0745
Cl 2.1368 0.0540 2.9642 -0.3296 -0.1881 -0.6538
C -1.0512 -2.0014 0.5637 -0.1838 0.2782 -0.1890
H 1.0528 -2.1242 -0.1523 -1.2544 0.9386 -0.4831
C 0.0599 -1.6997 -0.5220 -1.4066 -0.2501 0.4717
C -1.9374 -2.0945 1.4079 0.7201 1.5414 -0.8687
N -0.3929 0.7120 -1.6764 2.3733 0.5543 3.8743
H -2.7368 -1.7764 2.1361 1.3997 -1.0987 -1.1452
H -0.9126 0.4194 -2.5047 0.3458 0.2220 0.5236
C -0.0293 2.0406 -1.2308 1.3723 -0.5772 2.7598
H -0.1768 -2.2035 -1.5081 0.1154 0.5409 1.2139



16
Properties=species:S:1:pos:R:3:forces:R:3 method="wB97M-V/def2-TZVPD" molar_mass_g_mol=176.54 total_energy_ev=-32226.37206 smiles=OP(Cl)Oc1ccccc1 gap_ev=9.80 total_charge=0 largest_force_ev_per_a=5.91 homo_ev=-9.18
H -1.9302 1.5461 0.9597 1.1847 -1.5061 -0.0418
H 1.3208 -1.3902 0.4803 -0.6561 0.7247 -0.1984
C 0.6117 -0.6224 0.0964 1.2321 -0.9759 -0.5121
P -0.7015 -2.0193 2.9172 0.4183 -0.8188 0.3401
H 1.1712 -3.0463 3.8843 -1.0131 0.8998 -0.9153
C -0.4035 -0.1462 0.9207 0.6529 0.3789 -0.5011
Cl -1.0099 -3.2946 1.2652 -0.1324 0.3579 0.1461
C 0.7685 -0.1917 -1.2495 -1.6526 0.5700 -0.3196
H -1.7325 2.1974 -1.1599 1.6301 -2.0057 0.2182
O -0.5686 -0.5554 2.2428 0.1102 -0.1359 -0.5894
C -0.1758 0.6949 -1.8191 0.6565 -1.0375 5.7836
H -0.1223 0.9917 -2.7694 0.1727 1.1238 -3.5650
C -1.0215 1.2970 -0.8717 -1.8963 2.1871 -2.6956
O 0.8721 -2.4338 3.1639 0.4673 -0.0592 0.3964
C -1.1699 0.8991 0.4155 -1.3729 0.9209 1.7252
H 1.5352 -0.4848 -1.9621 0.1987 -0.6237 0.7289



18
Properties=species:S:1:pos:R:3:forces:R:3 method="wB97M-V/def2-TZVPD" molar_mass_g_mol=217.04 total_energy_ev=-54140.30344 s2=6.033 gap_ev="10.20 / 4.47" spin_multiplicity=5 total_charge=+3 largest_force_ev_per_a=10.34 homo_ev="-25.26 / -24.45"
C -1.5747 -0.7798 0.4262 -8.7845 -4.4731 2.5249
O 0.0304 3.7406 -1.9930 -0.0413 -4.2736 2.3196
O 2.5482 -1.3229 0.7195 -4.4231 2.3552 -1.3507
C 1.5567 -0.8081 0.4395 8.8089 -4.7207 2.6432
H -0.7230 1.6052 1.5558 0.9271 0.7180 0.5009
C -0.1958 0.1414 2.7456 0.5482 -0.2863 3.0791
C 0.6641 0.6259 3.9030 -0.0545 -0.7892 0.1609
C 0.0186 2.7295 -1.4418 0.0528 3.5708 -1.9922
H 0.0686 -0.9135 2.5313 -0.0175 -0.1979 -0.3078
Co 0.0000 0.0000 0.0000 1.0908 5.5623 0.3974
H 0.4929 -0.0172 4.7925 0.0293 0.3402 -0.5186
C -0.0006 -0.8667 -1.5900 -0.2850 -4.0147 -9.3600
O 0.0280 0.9579 1.6105 -2.4511 1.5770 -0.9055
O -0.0008 -1.4163 -2.5983 0.0458 2.1573 4.3127
H 1.7382 0.5775 3.6240 -0.2544 0.2977 0.2459
H -1.2686 0.1601 3.0492 0.1893 0.0256 -0.3706
O -2.5777 -1.2763 0.6980 4.3916 2.1983 -1.3118
H 0.3997 1.6736 4.1594 0.2276 -0.0468 -0.0673



14
Properties=species:S:1:pos:R:3:forces:R:3 method="wB97M-V/def2-TZVPD" molar_mass_g_mol=224.02 total_energy_ev=-17131.49091 gap_ev="8.38 / 7.74" total_charge=0 largest_force_ev_per_a=3.45 homo_ev="-8.77 / -8.34"
F 0.4933 3.5171 0.4666 -0.3382 -0.5232 -0.1247
H -0.8172 2.4559 -1.7544 -0.0336 0.8164 -0.0913
C -0.5672 0.4205 -1.2350 -0.7897 -0.8656 -1.0772
H -0.6797 -1.6392 -0.8777 0.8580 1.7038 0.6540
H 2.0043 0.5670 2.0744 -1.4066 -0.9109 -2.0044
H -1.0325 0.0892 -2.2007 0.1486 0.9209 0.9794
C -0.2877 -0.6262 -0.4801 0.8258 -3.3453 -0.1256
H -0.3299 -0.6411 1.5378 0.8020 -0.4446 0.7002
C 0.5102 -0.7858 0.8375 -0.2272 -1.1276 -0.5492
C -0.4056 1.8382 -0.9829 0.4591 -0.2030 0.4679
C 0.1793 2.2751 0.1229 1.0473 -0.4695 0.0104
H 1.1165 -1.8221 0.9189 -2.1678 1.7026 -0.2141
C 1.6001 0.1715 1.0486 1.0347 2.5878 1.4427
I 3.2769 -0.0802 -0.1748 -0.2124 0.1582 -0.0682